(1)
Molecular formula: C3H8N2
Method: DFT, ωB97M-V/def2-TZVPD

```
13
Properties=species:S:1:pos:R:3:mulliken_charge:R:1
C -0.948 1.060 -1.796 -1.275
C -0.065 0.688 -0.604 -0.265
N 1.279 -0.535 1.503 -0.465
C 0.094 -1.026 0.963 0.056
N -0.588 -0.504 0.037 -0.470
H -1.971 1.163 -1.450 0.328
H -0.627 1.993 -2.256 0.360
H -0.938 0.273 -2.549 0.317
H 0.960 0.583 -0.965 0.277
H -0.134 1.537 0.089 0.321
H 1.828 0.018 0.854 0.220
H 1.866 -1.228 1.947 0.261
H -0.292 -1.907 1.477 0.336
```

The highest occupied orbital energy comes out at -9.4 eV. The spin multiplicity is 1. The value obtained for the max |F| is 1.05 eV Å⁻¹. For the HOMO-LUMO gap, the calculation gives 0.381 hartree. Its SMILES is CC/N=C\N.

---

(2)
Molecular formula: C4H11NO4
Method: DFT, ωB97M-V/def2-TZVPD

```
20
Properties=species:S:1:pos:R:3:mulliken_charge:R:1
O -1.213 2.743 -0.487 -0.604
C -0.716 1.728 -0.916 0.406
O 0.216 1.811 -1.830 -0.405
C -1.114 0.254 -0.635 0.281
C 0.142 -0.311 0.260 0.303
C 0.261 0.046 1.716 -1.330
O 0.245 -1.700 -0.050 -0.570
N -2.362 -0.182 0.050 -0.604
H 0.646 2.582 -1.892 0.300
H -1.067 -0.213 -1.654 0.258
H 1.229 -0.060 -0.222 0.008
H -0.271 0.764 2.111 0.430
H 1.347 0.144 2.049 0.323
H 0.132 -1.035 2.164 0.265
H -0.602 -2.140 0.320 0.384
H -3.088 0.358 -0.425 0.277
H -2.478 -0.114 1.068 0.237
H 3.329 -0.934 -0.608 0.316
H 2.260 -1.905 -0.719 0.354
O 3.104 -1.835 -0.300 -0.629
```

The highest occupied orbital energy comes out at -9.9 eV. The spin multiplicity is 1. The value obtained for the max |F| is 8.04 eV Å⁻¹. For the HOMO-LUMO gap, the calculation gives 0.383 hartree. Its SMILES is C[C@@H](O)[C@@H](N)C(=O)O.O.

---

(3)
Molecular formula: C21H34BIN2O9P3S
Method: DFT, ωB97M-V/def2-TZVPD

```
72
Properties=species:S:1:pos:R:3:mulliken_charge:R:1
C 2.528 -2.584 0.818 -1.344
C 1.352 -2.840 -0.163 -0.130
C 0.023 -3.122 0.555 -1.398
I -0.264 -5.325 0.465 -0.023
C -1.161 -2.292 -0.006 2.136
P -2.664 -3.355 0.323 -0.254
O -2.723 -3.330 1.985 -0.505
O -4.036 -2.546 -0.081 -0.540
O -0.999 -2.040 -1.349 -1.309
B -1.710 -0.778 -1.728 2.277
C -0.804 0.323 -2.552 -0.089
C -1.562 1.256 -3.498 -0.985
S -2.936 2.145 -2.700 -0.260
C -2.152 3.669 -2.374 0.293
N -1.367 4.023 -1.414 0.111
N -1.043 5.359 -1.638 -0.672
C -1.667 5.698 -2.706 0.027
O -2.394 4.690 -3.241 -0.264
P -3.224 -1.274 -2.970 -0.391
P -2.156 -2.070 -4.661 0.972
O -2.221 -1.220 -5.859 -0.754
O -0.615 -2.396 -4.278 -0.507
O -2.791 -3.547 -4.954 -0.523
O -2.106 -0.243 -0.404 -1.061
C -1.273 -0.827 0.583 0.666
C -2.008 -0.625 1.899 -2.299
C 0.115 -0.214 0.678 -0.250
O 0.142 1.004 1.457 -0.445
C 1.243 1.074 2.281 0.653
C 1.225 0.343 3.473 -0.097
C 2.317 0.335 4.342 0.914
C 2.249 -0.498 5.594 -1.539
C 3.426 1.094 3.994 -1.101
C 3.429 1.845 2.814 -1.061
C 2.344 1.865 1.933 0.183
C 2.421 2.738 0.699 0.517
C 1.177 3.636 0.554 -1.251
C 2.715 1.974 -0.584 -1.459
H 3.402 -3.147 0.510 0.347
H 2.804 -1.533 0.788 0.322
H 2.271 -2.829 1.844 0.316
H 1.627 -3.713 -0.735 1.058
H 1.269 -1.995 -0.832 -0.256
H 0.114 -2.888 1.609 0.661
H -3.615 -3.582 2.237 0.327
H -3.995 -1.593 0.105 0.382
H -0.281 0.974 -1.853 -0.450
H -0.033 -0.200 -3.125 0.385
H -0.870 2.028 -3.830 0.593
H -1.914 0.766 -4.399 0.539
H -1.676 6.640 -3.215 0.419
H -3.868 -2.439 -2.519 0.020
H -0.438 -3.338 -4.212 0.293
H -2.138 -4.067 -5.435 0.291
H -1.515 -1.163 2.707 0.256
H -2.110 0.427 2.123 0.395
H -3.002 -1.045 1.842 0.500
H 0.820 -0.904 1.123 0.425
H 0.501 0.026 -0.305 -0.908
H 0.329 -0.220 3.684 0.512
H 1.494 -0.081 6.253 0.330
H 1.922 -1.497 5.322 0.330
H 3.206 -0.567 6.096 0.354
H 4.289 1.087 4.644 0.327
H 4.301 2.431 2.563 0.386
H 3.262 3.406 0.869 0.716
H 0.406 3.200 -0.067 0.066
H 1.468 4.617 0.191 0.510
H 0.749 3.801 1.539 0.300
H 3.535 1.268 -0.479 0.308
H 1.835 1.488 -0.985 0.205
H 3.018 2.694 -1.344 0.504
```

Its net charge is -1. The highest occupied orbital energy comes out at -4.7 eV. The spin multiplicity is 1. The value obtained for the max |F| is 1.98 eV Å⁻¹. For the HOMO-LUMO gap, the calculation gives 0.256 hartree.

---

(4)
Molecular formula: C3H11N2
Method: DFT, ωB97M-V/def2-TZVPD

```
16
Properties=species:S:1:pos:R:3:mulliken_charge:R:1
C -0.579 1.054 1.848 -0.381
C -1.162 1.769 0.604 -0.855
H 0.024 0.356 1.328 -0.137
H -1.332 0.823 2.650 0.303
H 0.081 1.866 2.303 0.264
H -1.943 2.509 0.612 0.369
H -0.351 2.142 -0.109 0.246
H -1.651 0.874 -0.018 0.160
N 0.649 -1.790 -0.073 -0.277
C 0.636 -1.053 -1.147 0.260
N 1.283 -1.452 -2.312 -0.300
H 0.078 -1.170 0.531 0.319
H 1.377 -2.460 0.180 0.290
H 0.176 -0.023 -1.159 0.262
H 0.775 -1.298 -3.106 0.255
H 1.942 -2.147 -2.133 0.220
```

Its net charge is +1. The highest occupied orbital energy comes out at -14.9 eV. The spin multiplicity is 1. The value obtained for the max |F| is 6.20 eV Å⁻¹. For the HOMO-LUMO gap, the calculation gives 0.372 hartree.

---

(5)
Molecular formula: C18H31AgF9NO11S3
Method: DFT, ωB97M-V/def2-TZVPD

```
74
Properties=species:S:1:pos:R:3:mulliken_charge:R:1
Ag 0.733 -0.074 -0.256 0.701
C 2.077 -1.722 5.723 -1.236
C 1.523 -0.270 5.568 0.424
C 2.700 0.766 5.594 -1.093
O 0.532 -0.188 4.546 -0.723
H 1.353 -2.497 5.970 0.329
H 2.909 -1.840 6.417 0.331
H 2.516 -2.154 4.824 0.289
H 0.942 -0.167 6.484 0.110
H 3.266 0.720 6.524 0.340
H 2.329 1.789 5.664 0.309
H 3.347 0.611 4.730 0.237
C -4.082 -5.118 -1.127 0.579
F -3.639 -6.010 -2.039 -0.233
F -4.318 -3.967 -1.711 -0.203
F -5.164 -5.569 -0.437 -0.215
S -2.664 -4.823 0.145 1.018
O -2.454 -6.203 0.624 -0.690
O -1.509 -4.194 -0.521 -0.640
O -3.277 -3.941 1.164 -0.617
C -5.504 3.074 2.134 0.635
F -4.477 2.908 2.947 -0.221
F -6.569 3.549 2.735 -0.227
F -5.119 3.979 1.269 -0.241
S -5.913 1.428 1.078 0.967
O -6.810 1.876 0.027 -0.563
O -4.677 0.859 0.625 -0.591
N -6.456 0.309 2.330 -0.445
S -7.869 -0.016 1.881 1.126
O -8.811 1.077 2.045 -0.674
O -7.878 -0.594 0.544 -0.677
C -8.482 -1.445 3.021 0.575
F -8.773 -0.904 4.184 -0.234
F -9.513 -2.073 2.591 -0.215
F -7.518 -2.348 3.176 -0.218
C 7.358 -1.621 -0.132 -0.557
C 7.291 -0.203 0.385 -0.592
C 5.979 0.256 -0.225 -0.396
O 5.121 -0.905 -0.167 -0.362
C 5.895 -2.035 0.191 -0.432
H 8.132 -2.218 0.352 0.334
H 7.620 -1.718 -1.185 0.259
H 8.157 0.422 0.167 0.340
H 7.307 -0.074 1.468 0.276
H 6.100 0.552 -1.267 0.249
H 5.544 1.097 0.315 0.296
H 5.624 -2.929 -0.371 0.286
H 5.775 -2.231 1.256 0.289
C -0.258 -2.907 -6.410 -0.511
C 1.246 -3.114 -6.441 -0.549
C 1.702 -2.571 -5.111 -0.380
O 0.938 -1.407 -5.033 -0.448
C -0.350 -1.559 -5.674 -0.423
H -0.857 -3.688 -5.943 0.306
H -0.628 -2.746 -7.423 0.253
H 1.806 -2.734 -7.295 0.304
H 1.347 -4.199 -6.441 0.279
H 2.778 -2.425 -5.021 0.321
H 1.389 -3.267 -4.332 0.267
H -0.740 -0.737 -6.275 0.298
H -1.058 -1.661 -4.852 0.279
C 1.618 6.829 -0.730 -0.579
C 0.604 6.556 -1.747 -0.457
C 0.575 5.019 -1.833 -0.429
O 1.370 4.531 -0.740 -0.387
C 1.566 5.586 0.214 -0.469
H 1.431 7.745 -0.169 0.323
H 2.606 7.057 -1.129 0.290
H 0.928 7.056 -2.660 0.260
H -0.351 6.963 -1.416 0.270
H 0.911 4.626 -2.792 0.286
H -0.453 4.699 -1.665 0.277
H 2.507 5.512 0.760 0.311
H 0.719 5.616 0.899 0.300
```

Its net charge is -2. The highest occupied orbital energy comes out at -2.2 eV. The spin multiplicity is 1. The value obtained for the max |F| is 4.47 eV Å⁻¹. For the HOMO-LUMO gap, the calculation gives 0.113 hartree.

---

(6)
Molecular formula: C10H9NO2
Method: DFT, ωB97M-V/def2-TZVPD

```
22
Properties=species:S:1:pos:R:3:mulliken_charge:R:1
C 0.199 -1.160 -2.280 -0.661
C 1.000 -2.221 -1.789 -0.570
C 0.038 -0.011 -1.561 -0.407
C 1.540 -2.122 -0.530 -0.715
C 0.708 0.156 -0.347 0.864
C 1.425 -0.907 0.178 1.048
C 0.683 1.384 0.405 0.534
C 1.729 -0.874 1.664 -1.003
C -0.586 1.699 0.511 -0.549
C -2.931 1.313 0.751 -0.662
N -1.539 1.401 1.265 -0.113
O 1.695 2.009 0.804 -0.787
O 2.351 0.039 2.328 -0.217
H -0.367 -1.254 -3.131 0.464
H 1.047 -3.231 -2.135 0.379
H -0.439 0.940 -1.892 0.405
H 2.215 -2.822 -0.210 0.442
H -3.057 2.200 0.114 0.271
H -2.920 0.271 0.186 0.256
H -3.696 1.242 1.681 0.284
H -1.447 0.958 2.188 0.317
H 2.354 0.991 1.799 0.421
```

The highest occupied orbital energy (alpha / beta) comes out at -7.3 / -7.3 eV. The spin multiplicity is 1. The value obtained for the max |F| is 3.11 eV Å⁻¹. For the HOMO-LUMO gap (alpha / beta), the calculation gives 0.271 / 0.271 hartree.

---

no.,energy (a.u.)
1,-228.60532
2,-514.66356
3,-3352.30318
4,-230.09924
5,-3826.91466
6,-591.46300